Formula: C20H27NO10
Source: OMol25
Level of theory: ωB97M-V/def2-TZVPD

Geometry as XYZ:
```
58
Properties=species:S:1:pos:R:3:forces:R:3
O 7.4914 -3.8978 4.4184 -0.059 0.132 -0.957
C 7.0341 -3.8953 3.3016 0.298 0.100 1.581
O 7.6973 -4.5340 2.2932 -0.559 -0.080 0.270
C 5.7111 -3.1760 3.0476 -0.027 0.261 -0.763
C 5.4083 -2.8633 1.5619 0.764 -1.026 -0.296
N 4.0147 -3.0628 1.1928 1.751 0.754 0.373
C 3.4474 -4.3100 1.4053 -1.730 -0.216 0.183
O 3.9964 -5.3883 1.4189 0.359 0.709 0.103
C 1.9798 -4.0125 1.6217 1.681 -0.170 -0.436
C 0.9723 -4.8690 1.9202 0.181 -0.938 0.095
C -0.2947 -4.3462 2.0581 0.148 -0.747 0.070
C -0.5141 -3.0000 1.8711 -1.909 0.269 0.096
C -1.9655 -2.4909 2.0033 0.841 -0.793 -0.359
O -2.7040 -3.4100 2.8021 -0.191 0.498 0.509
O -3.4518 -4.2399 1.9161 -0.298 -0.024 -0.455
C 0.5228 -2.1470 1.5757 0.292 1.070 -0.216
C 1.7798 -2.6647 1.4657 0.583 0.354 -0.326
C 3.1117 -1.9981 1.1825 -1.399 -0.092 0.280
O 3.3522 -0.8267 1.0065 0.218 -0.810 0.165
H 7.0579 -5.0603 1.7911 0.038 0.172 -0.268
H 4.9418 -3.7823 3.5325 -0.019 -0.062 -0.222
H 5.7261 -2.2296 3.5879 0.219 -0.191 0.250
H 5.7736 -1.8706 1.3117 -0.478 0.102 -0.110
H 5.9939 -3.5527 0.9491 -0.079 0.161 -0.073
H 1.2199 -5.9167 2.0427 -0.285 -0.053 0.030
H -1.0890 -5.0273 2.3145 -0.165 0.159 0.019
H -1.9783 -1.4906 2.4227 -0.247 -0.159 0.350
H -2.4567 -2.4531 1.0288 0.157 0.142 -0.014
H -3.2727 -5.1330 2.2372 0.131 0.066 0.192
H 0.3553 -1.0913 1.4382 -0.112 0.013 0.024
O -1.2033 0.2479 1.3653 -0.152 0.395 0.010
C -1.1114 1.3797 0.9534 -0.105 0.063 -0.370
O -1.6357 2.3750 1.6676 0.079 -0.085 0.436
C -1.4233 3.7627 1.3658 -0.195 0.430 -0.157
C -2.4038 4.2587 0.3229 0.275 -0.318 0.478
C -0.4935 1.6734 -0.3905 0.510 0.087 0.099
H -0.3854 3.9427 1.0811 0.000 -0.110 -0.046
H -1.5809 4.2929 2.3042 0.004 -0.218 0.107
H -2.2812 3.7398 -0.6162 0.136 0.016 -0.051
H -2.2691 5.3247 0.1473 0.003 -0.008 -0.037
H -3.4271 4.0838 0.6548 0.008 0.066 0.036
H -1.2462 1.5285 -1.1646 -0.020 0.027 0.015
H 0.3245 0.9733 -0.5517 -0.146 -0.142 -0.014
H -0.0752 2.6726 -0.4760 -0.181 0.056 -0.059
O -3.5890 4.6576 -2.0428 -0.150 0.050 -0.517
C -3.7503 4.4903 -3.2214 -0.253 0.326 -0.104
O -2.7364 3.9954 -3.9534 0.239 -0.283 0.186
C -2.8710 3.5844 -5.3179 -0.033 0.110 -0.282
C -2.7124 4.7515 -6.2699 -0.049 0.154 0.069
C -5.0292 4.9021 -3.9086 -0.250 -0.447 -0.084
H -3.8078 3.0465 -5.4704 -0.040 0.068 0.040
H -2.0705 2.8661 -5.4874 0.035 0.010 0.179
H -3.4899 5.5011 -6.1209 -0.055 -0.055 -0.050
H -2.7572 4.4098 -7.3043 0.009 -0.015 0.010
H -1.7549 5.2458 -6.1046 0.035 -0.077 -0.023
H -4.9796 5.9653 -4.1401 0.014 -0.002 0.002
H -5.8556 4.7247 -3.2244 0.079 0.169 0.118
H -5.2456 4.3437 -4.8164 0.096 0.131 -0.086
```
Forces are in eV/Å.

- HOMO (hartree) = -0.3466
- electronic energy (hartree) = -1585.39803
- orbital gap (eV) = 9.259
- max |F| (eV Å⁻¹) = 1.9
- structure (SMILES) = O=C(O)CCN1C(=O)c2ccc(COO)cc2C1=O.CCOC(C)=O.CCOC(C)=O
- M (u) = 441.433



Formula: C20H28AsAuBF4N2O
Source: OMol25
Level of theory: ωB97M-V/def2-TZVPD

Geometry as XYZ:
```
58
Properties=species:S:1:pos:R:3:forces:R:3
Au -0.3318 0.0790 -0.0345 0.053 0.600 0.009
O 2.2595 -0.2695 -0.6919 0.060 -0.074 0.010
C 2.2636 -1.6426 -1.0420 0.025 -0.071 -0.009
C 1.6402 -2.4932 0.0434 0.130 -0.039 -0.132
C 1.9514 -3.8426 0.1454 -0.052 0.076 0.088
C 1.3545 -4.5931 1.1419 -0.067 0.060 0.056
C 0.4764 -3.9653 2.0175 0.050 0.054 -0.082
C 0.2238 -2.6187 1.8439 -0.121 -0.035 0.189
N 0.7867 -1.8939 0.8742 0.105 0.146 -0.274
H 2.7187 -0.1951 0.1549 0.004 0.095 -0.032
H 3.2851 -1.9828 -1.2362 -0.084 -0.041 -0.020
H 1.6908 -1.7249 -1.9702 0.035 -0.034 0.073
H 2.6523 -4.2871 -0.5464 0.052 -0.015 -0.039
H 1.5729 -5.6462 1.2450 0.017 -0.041 -0.003
H -0.0047 -4.5004 2.8210 -0.018 -0.051 0.040
H -0.4594 -2.0946 2.4996 -0.020 0.023 0.024
F -2.9510 3.3136 -0.1971 -0.010 0.540 -0.025
B -2.9494 1.9443 -0.1929 -0.292 -0.112 0.018
F -2.2775 1.4912 0.9777 0.284 -0.234 0.387
F -4.1809 1.3617 -0.2833 -0.257 -0.071 -0.003
F -2.1419 1.4808 -1.2872 0.350 -0.142 -0.315
C 3.0793 2.5827 -1.3856 0.095 0.039 -0.104
C 2.4811 2.6534 0.0097 0.064 0.236 0.249
As 0.5515 2.5130 0.0231 -0.295 -0.732 0.106
C -0.0460 3.5522 -1.4935 0.139 -0.054 -0.099
C 0.2772 5.0256 -1.2623 0.016 0.082 -0.042
C -0.1386 3.2768 1.6694 -0.029 0.050 -0.060
C 0.8062 4.2994 2.2859 0.057 0.071 0.090
H 4.1666 2.5699 -1.3151 0.013 0.008 -0.014
H 2.8032 3.4581 -1.9727 0.010 -0.015 -0.007
H 2.7698 1.6872 -1.9202 0.011 0.044 0.008
H 2.6741 3.6268 0.4756 0.045 -0.092 -0.081
H 2.8903 1.9131 0.6979 -0.023 -0.017 -0.049
H -1.1089 3.3736 -1.6034 -0.011 0.046 -0.014
H 0.4755 3.1458 -2.3632 -0.086 0.026 0.045
H -0.2769 5.4279 -0.4147 0.001 -0.006 0.003
H -0.0278 5.5906 -2.1437 0.001 -0.001 0.006
H 1.3434 5.2102 -1.1100 -0.049 -0.016 0.010
H -0.3534 2.4488 2.3422 0.031 0.012 -0.003
H -1.1031 3.6929 1.3744 0.025 0.039 0.059
H 1.7420 3.8477 2.6203 -0.054 0.012 -0.009
H 0.3285 4.7412 3.1605 -0.008 -0.009 -0.002
H 1.0456 5.1139 1.6008 -0.017 -0.024 0.016
C -2.2074 -1.3152 -0.3202 0.130 -0.423 -0.193
C -1.8215 -1.7593 -1.6162 -0.060 0.032 0.316
C -2.2594 -1.0857 -2.7815 0.086 -0.054 -0.178
C -1.8419 -1.5057 -4.0239 -0.069 0.064 0.164
C -0.9847 -2.6034 -4.1331 0.119 -0.132 -0.146
C -0.5732 -3.3153 -2.9985 -0.105 0.055 0.167
C -0.9913 -2.9021 -1.7573 -0.059 -0.049 -0.213
C -0.5089 -3.0182 -5.4204 -0.065 0.096 0.131
N -0.0986 -3.3360 -6.4439 0.066 -0.078 -0.181
H -2.0165 -1.9898 0.5043 -0.061 -0.021 0.097
H -3.0027 -0.6004 -0.1930 -0.125 0.113 -0.039
H -2.9148 -0.2360 -2.6770 -0.045 0.071 0.002
H -2.1725 -0.9961 -4.9164 -0.009 0.026 -0.050
H 0.0517 -4.1903 -3.1130 0.013 -0.012 -0.018
H -0.7117 -3.4640 -0.8775 0.005 -0.022 0.072
```
Forces are in eV/Å.

- multiplicity = 3
- HOMO (alpha / beta) (hartree) = -0.4045 / -0.4649
- expectation value of S² = 2.05
- electronic energy (hartree) = -3759.32976
- total charge = +1
- orbital gap (alpha / beta) (eV) = 7.931 / 6.247
- max |F| (eV Å⁻¹) = 0.8
- M (u) = 671.150
- relative energy (zero: lowest compared OMol25 entry of this formula, charge and spin) (eV) = 0.5609



Formula: C20H28B4Ca2F16O18
Source: OMol25
Level of theory: ωB97M-V/def2-TZVPD

Geometry as XYZ:
```
88
Properties=species:S:1:pos:R:3:forces:R:3
Ca 3.5950 2.3252 0.2710 -0.849 0.321 -0.383
Ca 2.9020 -2.2994 1.5100 -1.678 0.128 0.457
B 4.6841 -0.3507 -0.1928 2.608 -0.320 -0.426
F 4.4449 0.1275 1.0491 -0.059 1.536 3.391
F 3.9375 -1.4780 -0.2578 -1.640 -2.810 -0.888
F 4.2913 0.6295 -1.0098 -0.964 1.617 -2.550
F 5.9835 -0.6450 -0.3997 1.085 -0.366 -0.031
B 3.4706 3.0486 -2.4971 1.207 1.063 -4.661
F 2.5121 2.5192 -1.7589 -3.283 -1.584 2.143
F 3.8883 2.1658 -3.4800 0.464 -0.957 0.184
F 3.1439 4.1904 -3.1645 -0.939 1.233 -0.039
F 4.4577 3.3813 -1.6038 2.500 0.311 2.407
B 2.9177 -1.6982 4.1485 1.716 -0.488 4.386
F 3.5044 -0.8853 3.1868 -0.254 0.222 -2.222
F 3.8333 -2.6895 4.4740 1.122 -2.071 -1.759
F 2.9049 -1.0181 5.2955 -1.255 2.494 1.797
F 1.7224 -2.2841 3.8954 -1.150 -0.267 -2.051
B 1.0062 -0.1791 0.4696 -1.408 1.170 -1.964
F 1.9877 0.8384 0.4298 0.247 1.057 -0.732
F 1.1804 -0.6845 1.6625 0.792 -1.875 4.299
F -0.2783 0.2773 0.3433 -0.486 0.747 -0.336
F 1.2619 -1.1374 -0.4693 0.702 -0.902 -1.133
C 0.2919 1.5279 4.1455 0.742 -1.049 -1.327
C -0.9663 0.8331 3.6591 -1.150 0.916 1.619
O -1.9417 1.3662 4.6642 0.144 -0.996 -0.937
C -1.2835 1.8712 5.7307 -4.572 0.241 2.617
O -1.8901 2.1337 6.8070 2.964 -0.732 -3.931
O -0.0392 2.0482 5.4123 2.429 0.736 0.853
H 0.7049 2.2673 3.4595 -0.503 0.523 0.328
H 1.0666 0.7620 4.1837 0.204 0.112 0.771
H -0.9046 -0.2437 3.8164 -0.138 0.049 -0.227
H -1.2875 1.0869 2.6489 -0.055 -0.047 0.285
C -0.4620 6.2060 1.5135 -1.066 0.446 -0.784
C 0.2248 5.7741 2.7569 -1.300 1.103 1.901
O 0.7408 4.5203 2.4842 0.633 -1.722 -1.225
C 0.7826 4.3767 1.1525 0.205 3.541 1.020
O 1.4323 3.5736 0.5994 1.620 -2.756 -1.291
O 0.2849 5.4643 0.5376 -0.526 -0.675 -0.191
H -0.4243 7.2765 1.3121 0.531 -0.133 -0.080
H -1.5221 5.9600 1.4508 0.076 -0.506 0.057
H -0.4640 5.5461 3.5703 0.053 0.981 0.266
H 1.0068 6.5024 2.9719 0.189 -0.318 0.523
C -2.1048 -2.3426 -4.0476 1.688 -1.225 1.302
C -1.2057 -2.6449 -2.7684 -1.301 1.478 -0.785
O -2.1664 -3.1331 -1.8385 0.161 -0.540 0.336
C -3.3563 -3.3223 -2.4307 -1.934 -0.344 1.106
O -4.3350 -3.7643 -1.8595 1.600 0.451 -0.706
O -3.3649 -2.8842 -3.6866 -0.184 -0.096 -0.242
H -1.6071 -2.9874 -4.7719 -0.730 0.762 -0.925
H -2.2059 -1.2726 -4.2291 0.126 -0.302 -0.450
H -0.8594 -1.6848 -2.3858 0.608 -0.438 0.192
H -0.4329 -3.3814 -2.9885 -0.037 0.139 0.294
C -3.3147 1.4577 0.0202 -0.991 -0.097 -1.479
C -2.2794 2.4086 -0.5052 1.100 0.091 -1.269
O -2.1389 3.4232 0.5312 -0.110 -0.965 -1.230
C -2.8391 2.9851 1.5706 0.601 1.431 4.263
O -2.7906 3.5296 2.6774 -0.367 -1.065 -2.796
O -3.4809 1.8419 1.3329 -0.409 0.391 1.745
H -3.1562 0.3802 -0.0250 0.465 0.193 -0.128
H -4.2055 1.7178 -0.5516 -0.528 -0.523 0.254
H -2.6624 2.8581 -1.4214 0.285 0.344 0.156
H -1.3336 1.9157 -0.7305 0.146 0.401 0.362
C 1.4614 -0.7154 -3.9909 0.822 -1.187 0.586
C 1.5471 -1.2694 -5.4792 -1.541 3.487 2.465
C 2.7741 -2.0317 -5.7994 1.915 1.752 -0.471
O 2.3391 -3.3060 -6.1693 0.814 -1.100 0.206
C 1.0458 -3.3536 -6.0162 -4.924 -3.377 -0.987
O 0.2623 -4.3072 -6.1831 2.966 1.968 0.480
O 0.5132 -2.1716 -5.7203 -0.376 -0.153 0.366
H 1.5918 -1.5332 -3.2822 0.074 -0.677 -0.157
H 0.5811 -0.2476 -3.5500 -0.499 0.224 -1.159
H 2.2762 -0.0739 -3.6553 0.285 0.346 -0.830
H 1.3409 -0.4056 -6.1111 0.431 -0.082 -0.309
H 3.4824 -1.9961 -4.9717 -0.030 -0.654 0.050
H 3.2607 -1.5489 -6.6468 0.217 -0.320 -0.102
C -3.9466 -2.5058 1.4259 -2.079 0.521 -0.564
C -2.9662 -3.4053 2.0984 -1.551 1.144 0.226
C -2.6935 -4.7563 1.4815 0.106 1.033 -0.440
O -1.2567 -4.6629 1.3022 0.488 -1.509 -0.533
C -0.7819 -3.4582 1.5720 0.809 0.138 0.395
O 0.3912 -3.1130 1.4998 -1.028 -0.963 -0.332
O -1.7651 -2.6841 1.9835 1.674 0.811 0.765
H -4.9509 -2.9213 1.5085 -0.110 -0.245 -0.229
H -3.7843 -2.2520 0.3783 0.398 -0.717 -0.138
H -4.0724 -1.5208 1.8754 0.515 -0.105 0.665
H -3.3066 -3.5095 3.1286 0.611 0.145 0.320
H -3.2123 -4.7763 0.5231 0.372 -0.498 -0.223
H -2.9926 -5.5811 2.1283 0.491 -0.037 -0.189
```
Forces are in eV/Å.

- HOMO (hartree) = -0.3745
- electronic energy (hartree) = -5186.88764
- orbital gap (eV) = 8.951
- max |F| (eV Å⁻¹) = 6.1
- M (u) = 983.798